[1]
{
  "formula": "C2H7S",
  "method": "ωB97M-V/def2-TZVPD",
  "symbols": ["C", "H", "H", "H", "H", "C", "S", "H", "H", "H"],
  "xyz": [[2.9006, 2.2799, 1.5659], [3.7587, 2.5399, 2.1883], [2.8555, 1.2021, 1.4498], [2.0027, 2.6087, 2.0936], [2.9628, 2.8301, 0.6334], [-2.9805, -2.2374, -1.5079], [-1.6002, -2.9730, -2.4454], [-3.2051, -2.8396, -0.6466], [-3.9004, -2.2036, -2.0920], [-2.7940, -1.2070, -1.2390]],
  "atomic_forces_ev_per_a": [[-0.10, 0.34, 0.65], [0.01, -0.05, -0.07], [0.03, 0.01, -0.30], [0.03, -0.06, -0.06], [0.03, -0.24, -0.22], [-0.10, -0.13, -0.78], [0.11, 0.01, -0.10], [-0.06, -0.09, 0.71], [-0.16, -0.10, -0.24], [0.22, 0.32, 0.41]],
  "de_lowest_kcal_mol": 12.4,
  "homo_ev": -1.88,
  "orbital_gap_ev": 4.95,
  "charge": -1,
  "energy_ev": -13023.081,
  "spin_multiplicity": 1
}

[2]
{
  "formula": "C2H7S2",
  "method": "ωB97M-V/def2-TZVPD",
  "symbols": ["C", "S", "H", "H", "H", "H", "C", "S", "H", "H", "H"],
  "xyz": [[1.4012, 0.0798, 0.8527], [2.8927, 0.5119, -0.1576], [0.5342, -0.1309, 0.2351], [1.1776, 0.9542, 1.4549], [1.6735, -0.7781, 1.4503], [2.3034, 1.5665, -0.7736], [-2.0110, -0.4727, -0.4461], [-2.2862, 0.0341, -2.2653], [-2.8908, -1.0265, -0.1340], [-1.7642, 0.1778, 0.4086], [-1.0305, -0.9161, -0.6251]],
  "atomic_forces_ev_per_a": [[0.46, 0.67, -0.57], [-0.75, 0.16, 0.06], [0.19, -0.15, -0.13], [-0.03, -0.18, 0.34], [-0.03, -0.10, 0.20], [0.26, -0.37, 0.10], [0.65, 0.58, -1.17], [-0.15, 0.57, 1.09], [0.46, -0.82, 0.05], [-0.50, 0.99, -0.56], [-0.56, -1.37, 0.59]],
  "de_lowest_kcal_mol": 33.0,
  "homo_ev": -2.14,
  "orbital_gap_ev": 5.27,
  "charge": -1,
  "energy_ev": -23857.785,
  "spin_multiplicity": 1
}

[3]
{
  "formula": "C2H7S2",
  "method": "ωB97M-V/def2-TZVPD",
  "symbols": ["C", "S", "H", "H", "H", "H", "C", "S", "H", "H", "H"],
  "xyz": [[-1.0885, -0.0801, 0.8593], [-2.6824, -0.9478, 0.7156], [-0.8693, 0.5328, -0.0150], [-0.2139, -0.7324, 0.7967], [-1.1104, 0.4544, 1.8066], [-2.4703, -1.1291, -0.6007], [1.6913, 0.4044, -0.6579], [0.7188, -0.4202, -1.8992], [2.0398, -0.1660, 0.2042], [1.2852, 1.3534, -0.2758], [2.6998, 0.7306, -0.9338]],
  "atomic_forces_ev_per_a": [[0.53, -0.12, 0.13], [0.55, 0.17, -0.51], [-0.63, 0.38, 0.16], [-0.41, -0.40, 0.44], [0.12, 0.20, -0.07], [-0.27, -0.23, 0.03], [1.38, 0.99, 0.71], [-0.18, -0.30, -0.47], [-0.79, -0.57, 0.48], [-0.39, -0.23, 0.10], [0.09, 0.11, -1.01]],
  "de_lowest_kcal_mol": 21.6,
  "homo_ev": -2.42,
  "orbital_gap_ev": 5.85,
  "charge": -1,
  "energy_ev": -23858.278,
  "spin_multiplicity": 1
}